No. 1
Entry from the OMol25 dataset: a molecular structure, C46H48InN3Sb in a non-equilibrium geometry (ωB97M-V with the def2-TZVPD basis set).

Cartesian coordinates (Å):
In1 0.555 -0.365 1.279
N1 -3.151 1.310 2.425
N2 0.313 2.435 1.077
C1 0.608 -0.874 -2.069
C2 -0.464 0.059 -2.178
C3 -1.618 -0.530 -1.592
C4 -2.934 0.111 -1.400
H1 -3.081 0.917 -2.131
H2 -3.034 0.544 -0.391
H3 -3.740 -0.624 -1.527
C5 -1.277 -1.841 -1.166
C6 -2.218 -2.813 -0.571
H4 -2.900 -3.210 -1.342
H5 -2.843 -2.349 0.206
H6 -1.688 -3.663 -0.124
C7 0.105 -2.048 -1.438
C8 0.875 -3.266 -1.095
H7 0.871 -3.466 -0.010
H8 1.918 -3.173 -1.419
H9 0.442 -4.146 -1.595
C9 -0.416 1.377 -2.843
H10 -0.779 1.300 -3.883
H11 0.605 1.771 -2.885
H12 -1.051 2.108 -2.323
C10 1.996 -0.679 -2.543
H13 2.719 -1.172 -1.878
H14 2.254 0.386 -2.582
H15 2.133 -1.095 -3.556
C11 -3.803 1.154 3.572
H16 -4.860 0.875 3.499
C12 -3.191 1.312 4.829
H17 -3.800 1.167 5.716
C13 -1.828 1.605 4.892
H18 -1.313 1.665 5.857
C14 -1.136 1.813 3.699
H19 -0.066 2.026 3.681
C15 -1.829 1.689 2.460
C16 -1.219 1.750 1.174
H20 -1.827 2.146 0.362
C17 1.366 1.638 0.954
C18 0.676 3.745 0.850
H21 -0.046 4.527 0.934
C19 1.971 3.760 0.519
H22 2.639 4.577 0.287
N3 2.369 2.425 0.429
C20 3.451 1.956 -0.361
C21 3.695 2.568 -1.612
C22 4.778 2.116 -2.370
H23 5.005 2.625 -3.311
C23 5.551 1.029 -1.962
C24 6.726 0.595 -2.778
H24 6.838 -0.494 -2.749
H25 7.657 1.038 -2.397
H26 6.608 0.915 -3.819
C25 5.230 0.379 -0.766
H27 5.811 -0.490 -0.448
C26 4.206 0.843 0.062
C27 3.976 0.160 1.371
H28 3.348 0.735 2.061
H29 4.949 -0.016 1.861
H30 3.530 -0.838 1.228
C28 2.813 3.628 -2.184
H31 2.878 4.584 -1.652
H32 1.759 3.325 -2.259
H33 3.158 3.822 -3.207
C29 -0.736 -7.269 3.833
C30 -0.536 -6.663 2.585
C31 -0.681 -5.275 2.442
C32 -1.040 -4.498 3.548
C33 -1.211 -5.092 4.802
C34 -1.074 -6.483 4.941
Sb1 -1.448 -2.372 3.207
C35 -3.599 -2.657 2.882
C36 -4.313 -1.737 2.104
C37 -5.670 -1.951 1.827
C38 -6.323 -3.080 2.340
C39 -5.616 -3.985 3.140
C40 -4.256 -3.770 3.413
C41 -1.508 -1.848 5.321
C42 -2.697 -1.841 6.050
C43 -2.656 -1.692 7.444
C44 -1.431 -1.519 8.097
C45 -0.247 -1.466 7.351
C46 -0.287 -1.611 5.959
H34 -0.625 -8.350 3.942
H35 -0.266 -7.269 1.717
H36 -0.527 -4.814 1.463
H37 -1.458 -4.493 5.681
H38 -1.235 -6.941 5.919
H39 -3.827 -0.836 1.722
H40 -6.211 -1.228 1.213
H41 -7.379 -3.251 2.119
H42 -6.114 -4.863 3.556
H43 -3.722 -4.488 4.038
H44 -3.662 -1.956 5.551
H45 -3.588 -1.716 8.013
H46 -1.399 -1.421 9.184
H47 0.712 -1.316 7.851
H48 0.641 -1.558 5.383

Cartesian forces (eV/Å) of the 3 atoms listed first:
In -0.5497 -1.8357 -0.7212
N 0.2359 0.4609 0.2174
N -2.5350 -0.5184 0.8580

For the HOMO-LUMO gap, the calculation gives 4.855 eV. Its HOMO energy is -2.588 eV. As for the strongest force on any atom: 2.92 eV Å⁻¹. Its total charge is -1. Its LUMO energy is 0.0833 Eh.

No. 2
Entry from the OMol25 dataset: a molecular structure, C56H93N3O5S2Sb3Si4Ti in a non-equilibrium geometry (ωB97M-V with the def2-TZVPD basis set).

Cartesian coordinates (Å):
Ti1 -0.210 -1.192 0.219
C1 -3.365 1.977 0.284
Sb1 -3.075 4.090 0.000
C2 -1.005 4.043 -0.565
C3 -3.828 4.172 -2.094
C4 -2.759 4.519 -3.064
C5 -2.389 5.865 -3.139
C6 -1.423 6.325 -4.013
C7 -0.793 5.419 -4.852
C8 -1.127 4.081 -4.778
C9 -2.094 3.581 -3.892
C10 -2.336 2.120 -3.921
Sb2 -1.064 0.717 -2.622
C11 -1.767 -0.876 -3.918
C12 0.686 1.147 -3.828
H1 -3.816 1.523 -0.598
H2 -3.999 1.790 1.150
H3 -2.385 1.547 0.458
H4 -0.498 4.900 -0.126
H5 -0.907 4.075 -1.647
H6 -0.556 3.125 -0.194
H7 -4.586 4.955 -2.078
H8 -4.310 3.220 -2.306
H9 -2.876 6.562 -2.464
H10 -1.169 7.378 -4.045
H11 -0.048 5.757 -5.562
H12 -0.625 3.373 -5.427
H13 -2.130 1.735 -4.919
H14 -3.360 1.858 -3.651
H15 -1.397 -0.728 -4.933
H16 -2.858 -0.877 -3.918
H17 -1.402 -1.817 -3.517
H18 0.423 1.123 -4.887
H19 1.439 0.393 -3.611
H20 1.077 2.132 -3.572
C13 -6.285 3.821 2.271
O1 -6.874 2.997 3.250
C14 -6.790 1.642 3.047
C15 -7.240 0.839 4.093
C16 -7.195 -0.535 3.992
C17 -6.680 -1.166 2.848
C18 -6.259 -0.339 1.795
C19 -6.317 1.043 1.889
N1 -6.768 -2.551 2.789
N2 -6.065 -3.278 2.007
C20 -4.879 -2.927 1.431
C21 -4.610 -3.527 0.182
C22 -3.556 -3.142 -0.613
C23 -2.624 -2.206 -0.142
O2 -1.637 -1.677 -0.857
C24 -2.732 -1.774 1.191
N3 -1.673 -1.005 1.629
C25 -1.754 -0.484 2.861
C26 -2.813 -0.726 3.704
C27 -3.872 -1.539 3.285
C28 -3.870 -2.062 1.992
H21 -6.371 4.842 2.639
H22 -6.801 3.742 1.307
H23 -5.227 3.583 2.119
H24 -7.616 1.327 4.983
H25 -7.543 -1.153 4.810
H26 -5.913 -0.787 0.873
H27 -5.967 1.636 1.054
H28 -5.339 -4.238 -0.189
H29 -3.429 -3.547 -1.609
H30 -0.929 0.138 3.172
H31 -2.817 -0.287 4.692
H32 -4.670 -1.774 3.974
C29 -0.511 5.461 3.580
Si1 0.291 4.055 4.609
C30 -1.250 3.279 5.445
C31 1.074 5.079 6.038
Sb3 0.674 2.362 2.583
Si2 2.075 0.746 4.098
C32 0.969 -0.301 5.261
C33 3.227 1.686 5.310
C34 3.204 -0.486 3.182
Si3 2.814 3.582 1.754
C35 4.280 2.417 1.397
C36 3.459 4.893 2.992
C37 2.579 4.575 0.141
H33 -1.080 6.163 4.195
H34 -1.193 5.037 2.839
H35 0.245 6.034 3.036
H36 -1.898 4.030 5.902
H37 -0.971 2.563 6.223
H38 -1.837 2.741 4.697
H39 0.328 5.729 6.500
H40 1.884 5.710 5.664
H41 1.492 4.441 6.820
H42 0.209 0.322 5.738
H43 1.557 -0.774 6.050
H44 0.452 -1.090 4.715
H45 2.654 2.420 5.879
H46 4.004 2.226 4.766
H47 3.713 1.007 6.014
H48 3.131 -1.493 3.596
H49 4.250 -0.178 3.214
H50 2.903 -0.535 2.134
H51 4.721 2.030 2.316
H52 5.067 2.907 0.820
H53 3.916 1.565 0.818
H54 3.604 4.466 3.985
H55 2.736 5.706 3.089
H56 4.406 5.324 2.658
H57 2.174 3.940 -0.649
H58 3.529 4.985 -0.211
H59 1.892 5.411 0.285
C38 5.644 -0.595 -3.037
C39 4.632 -0.918 -4.139
C40 4.393 0.332 -4.988
C41 5.152 -2.062 -5.012
O3 3.379 -1.255 -3.573
Si4 2.843 -2.497 -2.646
S1 1.033 -1.860 -1.890
O4 2.728 -3.878 -3.566
C42 1.708 -4.329 -4.457
C43 1.258 -3.202 -5.389
C44 2.330 -5.469 -5.265
C45 0.509 -4.854 -3.661
O5 4.045 -2.845 -1.585
C46 4.507 -4.045 -0.987
C47 3.345 -4.926 -0.528
C48 5.357 -4.816 -2.005
C49 5.354 -3.625 0.214
H60 6.583 -0.243 -3.469
H61 5.826 -1.480 -2.432
H62 5.233 0.175 -2.383
H63 5.331 0.683 -5.422
H64 3.967 1.115 -4.362
H65 3.685 0.114 -5.790
H66 6.114 -1.798 -5.455
H67 4.437 -2.275 -5.809
H68 5.264 -2.962 -4.407
H69 2.102 -2.838 -5.977
H70 0.876 -2.373 -4.792
H71 0.474 -3.557 -6.058
H72 3.241 -5.127 -5.760
H73 1.629 -5.826 -6.021
H74 2.589 -6.302 -4.609
H75 0.127 -4.055 -3.029
H76 0.819 -5.686 -3.024
H77 -0.285 -5.194 -4.328
H78 2.743 -5.204 -1.392
H79 2.710 -4.376 0.166
H80 3.715 -5.826 -0.035
H81 4.743 -5.011 -2.883
H82 5.706 -5.758 -1.579
H83 6.220 -4.217 -2.305
H84 4.731 -3.084 0.927
H85 6.155 -2.959 -0.110
H86 5.790 -4.499 0.701
C50 0.732 -2.594 1.491
C51 -0.191 -3.731 1.436
C52 -0.272 -4.567 0.309
C53 -1.206 -5.584 0.230
C54 -2.085 -5.821 1.277
C55 -2.012 -5.022 2.408
C56 -1.081 -4.002 2.488
H87 1.670 -2.766 0.956
H88 0.930 -2.258 2.509
H89 0.405 -4.388 -0.519
H90 -1.251 -6.200 -0.662
H91 -2.824 -6.610 1.209
H92 -2.691 -5.191 3.236
H93 -1.041 -3.381 3.378
S2 1.055 0.588 0.489

Cartesian forces (eV/Å) of the 3 atoms listed first:
Ti 2.9497 0.9629 0.7505
C -0.0212 0.1823 0.1231
Sb 0.0346 -0.0457 -0.4641

For the HOMO-LUMO gap (alpha / beta), the calculation gives 4.658 / 5.998 eV. Its HOMO energy (alpha / beta) is -0.900 / -2.240 eV. As for the strongest force on any atom: 3.19 eV Å⁻¹. Its total charge is -2. Its LUMO energy (alpha / beta) is 0.1381 / 0.1381 Eh. Its spin multiplicity is 2.

No. 3
Entry from the OMol25 dataset: a molecular structure, C13H18N4OS in a non-equilibrium geometry (ωB97M-V with the def2-TZVPD basis set).

Cartesian coordinates (Å):
C1 -0.993 -2.668 -0.706
C2 -2.341 -2.285 -0.545
H1 -2.640 -1.418 -1.283
H2 -3.085 -3.176 -0.709
C3 -2.663 -1.918 0.731
C4 -2.002 -0.560 1.135
N1 -0.972 -0.417 1.990
N2 -0.525 1.007 1.607
C5 -1.391 1.616 0.837
N3 -2.246 0.659 0.479
N4 -3.363 1.151 -0.403
H3 -3.364 2.039 -0.768
H4 -4.189 0.569 -0.116
S1 -1.311 3.342 0.444
C6 -0.031 3.148 -1.040
C7 0.978 2.173 -0.410
C8 2.071 2.399 0.432
C9 2.943 1.594 0.864
C10 3.063 0.448 0.225
C11 1.952 0.028 -0.514
C12 0.989 0.904 -1.120
H5 0.154 0.708 -1.583
H6 1.934 -0.903 -0.982
O1 3.865 -0.437 0.932
C13 3.884 -1.674 0.149
H7 4.786 -2.299 0.921
H8 2.949 -2.492 0.681
H9 4.079 -1.815 -0.717
H10 3.663 1.876 1.608
H11 2.081 3.523 0.857
H12 -0.514 2.989 -1.886
H13 0.308 4.164 -1.112
H14 -3.722 -1.530 1.090
H15 -2.337 -2.589 1.588
H16 -0.940 -3.056 -1.817
H17 -0.345 -1.622 -0.557
H18 -0.725 -3.476 -0.303

Cartesian forces (eV/Å) of the 3 atoms listed first:
C 2.1126 6.9463 -7.1086
C -5.2123 -1.1685 -5.2555
H 0.4494 -1.7708 1.1350

For the HOMO-LUMO gap, the calculation gives 8.740 eV. Its HOMO energy is -8.235 eV. As for the strongest force on any atom: 19.60 eV Å⁻¹. Its LUMO energy is 0.0185 Eh.

No. 4
Entry from the OMol25 dataset: a molecular structure, C9H11Br2F6N3O4S2 in a non-equilibrium geometry (ωB97M-V with the def2-TZVPD basis set).

Cartesian coordinates (Å):
C1 4.914 -1.293 -1.062
C2 4.022 -1.229 -2.176
C3 2.866 -1.303 -3.328
N1 1.690 -0.381 -3.151
C4 0.516 -1.102 -3.790
C5 -0.221 -2.210 -2.839
Br1 -2.191 -1.829 -2.514
N2 0.453 -2.491 -1.517
C6 0.932 -1.273 -0.761
C7 1.403 -0.013 -1.718
Br2 -0.225 1.218 -1.793
H1 5.550 -1.652 -0.117
H2 2.583 -2.449 -3.456
H3 3.391 -0.989 -4.353
H4 -0.299 -0.389 -4.252
H5 0.974 -1.696 -4.719
H6 -0.217 -3.242 -3.439
H7 1.319 -3.070 -1.736
H8 -0.118 -3.091 -0.857
H9 1.789 -1.472 0.012
H10 -0.003 -0.892 -0.125
H11 2.239 0.673 -1.212
C8 -1.483 3.199 5.480
F1 -1.064 3.096 6.774
F2 -2.673 3.871 5.516
F3 -0.603 4.040 4.858
S1 -1.619 1.588 4.639
O1 -2.607 0.846 5.427
O2 -0.262 1.037 4.683
N3 -2.110 2.138 3.234
S2 -2.346 0.971 2.186
O3 -3.493 0.092 2.439
O4 -1.148 0.287 1.694
C9 -2.876 2.020 0.792
F4 -1.919 2.925 0.428
F5 -3.989 2.756 1.087
F6 -3.176 1.307 -0.333

Cartesian forces (eV/Å) of the 3 atoms listed first:
C -6.7104 -0.5708 -7.6451
C 5.4066 -0.9903 8.0139
C 2.8370 -0.1177 -0.3436

For the HOMO-LUMO gap, the calculation gives 7.141 eV. Its HOMO energy is -8.792 eV. As for the strongest force on any atom: 10.19 eV Å⁻¹. Its LUMO energy is -0.0607 Eh.

No. 5
Entry from the OMol25 dataset: a molecular structure, C46H38N4O2RhSi in a non-equilibrium geometry (ωB97M-V with the def2-TZVPD basis set).

Cartesian coordinates (Å):
Rh1 1.237 -1.520 0.322
C1 5.471 -2.058 -0.443
C2 5.960 -1.911 0.848
C3 5.095 -1.909 1.929
C4 3.720 -2.040 1.737
C5 3.236 -2.186 0.427
C6 4.107 -2.213 -0.648
C7 2.751 -1.945 2.844
C8 3.133 -1.887 4.201
C9 2.188 -1.707 5.167
C10 0.822 -1.628 4.819
C11 -0.211 -1.456 5.764
C12 -1.517 -1.423 5.364
C13 -1.846 -1.570 4.003
C14 -0.865 -1.726 3.063
C15 0.492 -1.746 3.447
N1 1.470 -1.877 2.504
H1 6.146 -2.044 -1.287
H2 7.023 -1.797 1.012
H3 5.500 -1.785 2.924
H4 3.735 -2.357 -1.656
H5 4.175 -1.979 4.466
H6 2.480 -1.629 6.207
H7 0.050 -1.359 6.811
H8 -2.305 -1.288 6.092
H9 -2.885 -1.562 3.703
H10 -1.106 -1.842 2.015
C16 -3.585 0.326 -6.238
C17 -4.027 -0.658 -5.190
C18 -3.234 -1.738 -4.824
C19 -3.651 -2.661 -3.875
C20 -4.882 -2.506 -3.247
N2 -5.389 -3.397 -2.268
C21 -4.781 -4.307 -1.446
O1 -5.368 -5.260 -0.990
N3 -3.431 -4.088 -1.118
C22 -2.815 -2.885 -0.815
C23 -3.513 -1.693 -0.596
C24 -2.807 -0.525 -0.377
C25 -1.427 -0.555 -0.347
N4 -0.754 -1.707 -0.489
C26 -1.426 -2.841 -0.713
C27 -5.690 -1.433 -3.614
C28 -5.267 -0.527 -4.570
H11 -2.547 0.161 -6.524
H12 -3.693 1.350 -5.877
H13 -4.200 0.229 -7.134
H14 -2.271 -1.877 -5.301
H15 -3.020 -3.509 -3.655
H16 -6.390 -3.517 -2.281
H17 -2.961 -4.929 -0.821
H18 -4.593 -1.686 -0.593
H19 -3.326 0.409 -0.217
H20 -0.847 0.344 -0.199
H21 -0.840 -3.745 -0.832
H22 -6.657 -1.307 -3.141
H23 -5.911 0.302 -4.838
O2 1.596 0.466 0.198
Si1 1.547 2.063 0.126
C29 3.310 2.735 0.216
C30 4.186 2.220 1.171
C31 5.513 2.624 1.203
C32 5.979 3.544 0.275
C33 5.119 4.058 -0.683
C34 3.790 3.654 -0.715
C35 0.626 2.627 -1.416
C36 0.224 1.680 -2.360
C37 -0.506 2.050 -3.480
C38 -0.838 3.383 -3.678
C39 -0.426 4.341 -2.762
C40 0.301 3.966 -1.642
C41 0.570 2.558 1.692
C42 0.938 1.949 2.893
C43 0.224 2.190 4.059
C44 -0.874 3.039 4.034
C45 -1.255 3.639 2.844
C46 -0.541 3.397 1.675
H24 3.837 1.489 1.893
H25 6.183 2.219 1.953
H26 7.015 3.857 0.296
H27 5.481 4.770 -1.414
H28 3.129 4.055 -1.475
H29 0.499 0.640 -2.219
H30 -0.815 1.301 -4.200
H31 -1.410 3.678 -4.548
H32 -0.671 5.384 -2.920
H33 0.624 4.727 -0.938
H34 1.782 1.268 2.918
H35 0.526 1.713 4.985
H36 -1.434 3.227 4.941
H37 -2.115 4.297 2.820
H38 -0.865 3.862 0.753

Cartesian forces (eV/Å) of the 3 atoms listed first:
Rh 1.0832 2.0147 -0.1344
C 0.0236 -0.0388 0.0778
C 0.0401 -0.0094 -0.0438

For the HOMO-LUMO gap (alpha / beta), the calculation gives 7.596 / 5.394 eV. Its HOMO energy (alpha / beta) is -10.787 / -10.788 eV. As for the strongest force on any atom: 3.48 eV Å⁻¹. Its total charge is +1. Its LUMO energy (alpha / beta) is -0.1173 / -0.1982 Eh. Its spin multiplicity is 5.

No. 6
Entry from the OMol25 dataset: C25H25BrN2O2S in the gas phase in a non-equilibrium geometry (ωB97M-V with the def2-TZVPD basis set).

Cartesian coordinates (Å):
Br1 2.309 0.816 1.270
C1 2.374 -1.067 1.754
S1 0.443 -1.443 2.362
C2 -0.981 -0.177 2.345
C3 -1.043 0.801 3.339
C4 -2.034 1.790 3.287
C5 -3.019 1.754 2.298
C6 -3.012 0.708 1.372
C7 -2.027 -0.291 1.426
O1 0.062 -2.581 1.533
O2 0.710 -1.664 3.775
H1 2.870 -1.070 2.737
H2 -0.304 0.845 4.136
H3 -2.022 2.624 3.991
H4 -3.769 2.550 2.233
H5 -3.758 0.705 0.575
H6 -2.060 -1.118 0.718
C8 3.348 -7.817 4.175
N1 4.334 -6.852 3.742
C9 5.594 -6.972 4.439
C10 4.039 -5.757 2.970
C11 4.839 -4.592 3.044
C12 4.419 -3.410 2.427
C13 3.330 -3.383 1.559
C14 2.964 -2.080 0.794
C15 4.157 -1.477 0.064
C16 4.036 -0.511 -1.018
C17 2.995 -0.098 -1.848
C18 3.246 0.929 -2.769
C19 4.483 1.586 -2.843
C20 5.542 1.180 -2.020
C21 5.295 0.137 -1.136
N2 6.181 -0.514 -0.282
C22 7.574 -0.154 -0.098
C23 5.511 -1.515 0.394
C24 2.593 -4.565 1.414
C25 2.929 -5.741 2.085
H7 2.398 -7.644 3.664
H8 3.723 -8.828 3.957
H9 3.187 -7.754 5.266
H10 6.408 -6.533 3.857
H11 5.587 -6.490 5.427
H12 5.804 -8.035 4.596
H13 5.766 -4.599 3.623
H14 4.984 -2.501 2.634
H15 2.203 -2.309 0.027
H16 2.031 -0.613 -1.796
H17 2.456 1.236 -3.454
H18 4.623 2.421 -3.526
H19 6.525 1.641 -2.054
H20 7.796 0.735 -0.698
H21 7.757 0.091 0.958
H22 8.240 -0.981 -0.388
H23 6.081 -2.189 1.031
H24 1.728 -4.562 0.759
H25 2.334 -6.641 1.948

Cartesian forces (eV/Å) of the 3 atoms listed first:
Br 0.0921 0.0561 -0.0366
C -1.6727 1.1533 1.2578
S 1.0863 -1.5697 0.5208

For the HOMO-LUMO gap, the calculation gives 7.448 eV. Its HOMO energy is -7.389 eV. As for the strongest force on any atom: 2.39 eV Å⁻¹. Its SMILES is CN(C)c1ccc([C@H](c2cn(C)c3ccccc23)[C@@H](Br)S(=O)(=O)c2ccccc2)cc1. Its LUMO energy is 0.0022 Eh.